The following is a quantum chemistry calculation of 4 unconnected molecules or ions with the total composition C3H14N2O3 at a distorted geometry, from the Open Molecules 2025 dataset.

Summary:
Frontier orbital gap = 9.4858 eV
ΔE to the lowest compared entry with this formula, charge and spin = 100.8 kJ/mol
Molecular weight = 126.2 g/mol
SMILES = [H]/N=C/NCC.O.O.O

Cartesian coordinates (Å):
O1 0.666 -3.275 -1.595
O2 1.633 -0.660 2.746
O3 2.397 0.010 -0.095
N1 -1.728 0.217 2.054
N2 -1.076 0.452 -0.226
C1 -1.806 0.761 0.904
C2 -0.055 1.751 -2.131
C3 -1.354 1.269 -1.394
H1 -0.332 -0.200 -0.048
H2 -1.883 2.169 -1.031
H3 -2.329 0.675 2.731
H4 0.717 -0.885 2.976
H5 0.754 2.163 -1.496
H6 0.392 0.901 -2.663
H7 -2.595 1.505 0.716
H8 -0.129 -2.732 -1.580
H9 3.353 0.184 -0.101
H10 1.489 -0.472 1.806
H11 -0.350 2.484 -2.918
H12 1.364 -2.662 -1.336
H13 -1.770 0.624 -2.211
H14 2.072 0.505 -0.864

Mulliken population analysis, charges in e, atoms 1 to 5: -0.632 -0.662 -0.599 -0.546 -0.094